[1]
{
  "formula": "C17H12F6IN4O6S3W",
  "method": "ωB97M-V with the def2-TZVPD basis set",
  "lumo_energy_ha": [-0.1694, -0.1489],
  "spin_multiplicity": 3,
  "total_charge": 1,
  "homo_energy_ev": [-11.47, -11.47],
  "elements": ["W", "C", "C", "N", "C", "C", "C", "O", "C", "C", "N", "C", "C", "C", "C", "C", "C", "I", "C", "O", "H", "H", "H", "H", "H", "H", "H", "H", "H", "H", "H", "H", "F", "C", "F", "F", "S", "O", "O", "N", "S", "O", "O", "C", "F", "F", "F", "S", "C", "N"],
  "positions_angstrom": [[0.16997, -0.68696, -0.74291], [-3.53033, 3.19644, -0.66421], [-2.42423, 2.89664, 0.31869], [-2.30413, 3.77194, 1.30409], [-1.35013, 3.65864, 2.19919], [-0.33153, 2.70714, 2.12629], [0.74517, 2.67174, 3.18859], [2.00457, 2.22234, 2.74029], [-0.43013, 1.77984, 1.08489], [0.61117, 0.77864, 0.73699], [0.37107, -0.56246, 1.16939], [1.22687, -1.01086, 2.18369], [0.96137, -0.86036, 3.54159], [1.93937, -1.15796, 4.47369], [3.18237, -1.61656, 4.07089], [3.45667, -1.81076, 2.72549], [2.47707, -1.50816, 1.80039], [2.72497, -1.75126, -0.35331], [-1.54843, 1.81514, 0.24419], [-1.64453, 0.75744, -0.67771], [-3.70593, 4.27194, -0.64101], [-4.44623, 2.68884, -0.34051], [-3.03153, 3.51914, -2.68471], [-1.39073, 4.38644, 2.99709], [0.40387, 1.97244, 3.96599], [0.82067, 3.66054, 3.64449], [2.67417, 2.89444, 2.88339], [1.61357, 1.12744, 1.01869], [-0.01093, -0.50606, 3.84539], [1.72687, -1.01746, 5.52129], [3.93997, -1.83216, 4.80469], [4.41637, -2.17056, 2.39589], [1.87257, -5.33446, -2.76641], [1.23877, -4.66976, -3.72081], [-0.01053, -5.09646, -3.77171], [1.82567, -4.88296, -4.87901], [1.23487, -2.84156, -3.27011], [0.35037, -2.75986, -2.11381], [2.57757, -2.43866, -3.00561], [0.57847, -2.11666, -4.50961], [-0.29133, -0.89196, -4.08661], [0.24097, -0.24436, -2.87301], [-0.68403, -0.02236, -5.11781], [-1.87173, -1.75526, -3.43171], [-1.86363, -1.75076, -2.06561], [-2.99863, -1.19526, -3.81661], [-1.86003, -3.01846, -3.81461], [-3.28463, 0.38574, -1.10611], [-3.15073, 1.57834, -2.50621], [-3.22153, 2.76894, -2.02541]],
  "atomic_forces_ev_per_a": [[-0.249, 0.814, 0.914], [-0.244, -0.023, 0.689], [0.022, -0.424, -0.346], [-0.433, 0.239, -0.186], [0.377, -0.217, 0.185], [-0.058, -0.104, -0.418], [-0.331, -0.024, 0.365], [0.251, -0.032, -0.187], [-0.452, 0.163, -0.487], [-0.011, 0.285, 0.002], [0.026, -0.332, -0.933], [0.783, -0.745, 0.300], [-0.087, 0.001, -0.420], [-0.035, -0.013, -0.068], [-0.046, -0.036, -0.007], [-0.081, 0.047, -0.371], [-0.283, 0.081, -0.599], [0.150, 0.102, 1.601], [0.603, 0.713, 0.800], [-0.125, -0.420, 0.008], [0.051, -0.097, -0.081], [0.120, 0.212, -0.111], [-0.092, -0.085, -0.024], [0.197, 0.087, 0.146], [0.057, 0.192, -0.008], [-0.050, -0.039, 0.027], [-0.029, 0.100, 0.031], [-0.303, -0.194, -0.513], [-0.128, 0.072, 0.057], [-0.005, -0.024, 0.122], [0.137, -0.046, 0.093], [0.187, -0.091, 0.041], [0.144, 0.367, 0.090], [-0.279, -0.158, -0.094], [-0.129, 0.158, -0.036], [0.128, 0.309, -0.014], [0.007, -0.517, -0.304], [-0.132, -0.565, 0.680], [0.700, -0.113, -0.358], [0.366, 0.098, -0.142], [-1.355, -0.828, -0.080], [0.269, 0.739, 1.093], [0.127, 0.111, -0.491], [-0.231, -0.193, 0.001], [0.014, -0.007, -0.194], [0.472, 0.120, -0.211], [-0.108, 0.093, -0.094], [0.094, 0.073, 0.283], [-0.081, -0.478, -0.796], [0.075, 0.632, 0.041]],
  "nbo_charge": [1.534, -0.291, 0.156, -0.389, 0.054, -0.070, -0.083, -0.731, 0.024, -0.373, -0.552, 0.158, -0.226, -0.175, -0.186, -0.225, -0.166, 0.506, 0.230, -0.699, 0.253, 0.246, 0.423, 0.208, 0.187, 0.198, 0.495, 0.260, 0.232, 0.234, 0.237, 0.239, -0.291, 0.786, -0.289, -0.280, 2.222, -0.997, -0.923, -1.148, 2.262, -0.996, -0.821, 0.748, -0.331, -0.274, -0.289, 0.457, -0.009, -0.535]
}

[2]
{
  "formula": "C5H10Si",
  "method": "ωB97M-V with the def2-TZVPD basis set",
  "lumo_energy_ha": 0.0378,
  "smiles": "C#CC[SiH](C)C",
  "total_charge": 0,
  "homo_energy_ev": -9.39,
  "elements": ["C", "C", "C", "C", "C", "Si", "H", "H", "H", "H", "H", "H", "H", "H", "H", "H"],
  "positions_angstrom": [[-2.43082, -0.45102, -0.01019], [-3.44976, 0.19689, -0.04075], [-1.15707, -1.12617, -0.11629], [0.08341, 1.67089, 0.03032], [1.85290, -0.94411, -0.15275], [0.25157, -0.10952, 0.54603], [0.53249, 2.34402, 0.80471], [-4.48767, 0.47480, -0.01672], [-1.16676, -2.13835, 0.21145], [-0.85224, -1.11141, -1.16505], [-1.04754, 1.77192, 0.14086], [0.38814, 2.00554, -0.97180], [1.81048, -1.96864, -0.08098], [2.06944, -0.65613, -1.22691], [2.54702, -0.47063, 0.44023], [0.21795, -0.37150, 1.98602]],
  "atomic_forces_ev_per_a": [[-0.735, 0.267, -0.299], [-0.192, -0.761, 0.328], [-0.091, 1.220, -0.939], [-1.264, 0.637, 1.145], [-2.415, 2.659, -2.222], [1.406, -0.983, -0.772], [-0.303, -0.475, -0.712], [0.501, 0.272, -0.052], [-0.012, -0.765, 0.435], [-0.299, -0.350, -0.347], [1.249, 0.365, -0.312], [-0.076, -0.418, 0.360], [0.206, -2.362, 0.428], [-0.396, -0.264, 1.155], [2.254, 0.528, 1.344], [0.168, 0.430, 0.460]],
  "nbo_charge": [0.004, -0.280, -0.935, -1.133, -1.051, 1.392, 0.250, 0.240, 0.264, 0.251, 0.260, 0.254, 0.227, 0.230, 0.224, -0.195]
}

[3]
{
  "formula": "C7H7FO2S",
  "method": "ωB97M-V with the def2-TZVPD basis set",
  "lumo_energy_ha": 0.0138,
  "smiles": "O=S(=O)(F)Cc1ccccc1",
  "total_charge": 0,
  "homo_energy_ev": -9.59,
  "elements": ["C", "C", "C", "C", "C", "C", "C", "H", "H", "H", "H", "H", "H", "H", "O", "O", "F", "S"],
  "positions_angstrom": [[-1.36890, 0.06424, 0.89225], [-0.10621, 0.05139, 0.26523], [0.49364, -1.11767, 0.04699], [1.79579, -1.18270, -0.40629], [2.68471, -0.06841, -0.39076], [2.06642, 1.16716, -0.18184], [0.66060, 1.26260, 0.10557], [-1.39024, -0.97132, 1.34671], [-1.67751, 0.77132, 1.50918], [0.02964, -2.04041, 0.28225], [2.29050, -2.16875, -0.73265], [3.75046, -0.17516, -0.71528], [2.64128, 2.13799, -0.55136], [0.02290, 2.21835, 0.40732], [-4.15161, -0.10056, 0.22703], [-2.44398, -1.24720, -0.89235], [-2.53091, 1.40315, -0.99360], [-2.76657, -0.00401, -0.21841]],
  "atomic_forces_ev_per_a": [[-2.353, -3.994, -0.473], [3.095, 4.389, -0.360], [1.900, -1.865, -0.960], [3.353, -0.983, -0.210], [-1.575, -0.730, -0.990], [-0.486, 2.760, -1.315], [-0.727, 0.004, 0.858], [-0.955, 1.345, 0.049], [-0.285, 3.401, 3.368], [-0.745, -0.736, -0.182], [-1.149, 1.392, 0.827], [-1.210, 0.208, 0.443], [-1.187, -2.009, 1.516], [2.076, -1.718, -1.078], [2.017, 2.196, 0.320], [0.428, 1.749, -1.315], [-0.345, -1.407, 0.342], [-1.852, -4.002, -0.839]],
  "nbo_charge": [-0.631, -0.076, -0.199, -0.179, -0.210, -0.219, -0.183, 0.272, 0.232, 0.222, 0.219, 0.232, 0.228, 0.225, -0.862, -0.908, -0.477, 2.314]
}

Number 1: E -3483.5554 a.u.. Number 2: E -485.9299 a.u.. Number 3: E -919.3809 a.u..